# 1
Computed, not measured: 7 unconnected molecules or ions with the total composition CH16O6S at a distorted geometry, with the ωB97M-V functional and the def2-TZVPD basis.

Last columns: bonded neighbours and bond lengths (Å).
Cartesian coordinates (Å):
1 O 0.296 -3.063 0.297  H2 0.980, H22 0.972
2 H -0.255 -3.785 -0.071  O1 0.980
3 H -0.735 -2.645 4.221  O19 0.976
4 H 0.839 -0.859 1.533  O6 0.963
5 O 2.747 3.558 -1.829  H9 0.953, H23 0.947
6 O 0.825 -0.379 0.699  H4 0.963, H18 0.953
7 H 1.502 1.390 1.089  O16 0.973
8 H -1.628 -0.455 0.117  C12 1.084
9 H 2.299 4.363 -1.582  O5 0.953
10 H -3.147 -1.101 0.800  C12 1.091
11 O 0.151 1.622 -4.444  H17 0.961, H24 0.947
12 C -2.639 -0.212 0.425  H8 1.084, H10 1.091, H13 1.094, S20 1.779
13 H -2.539 0.431 1.304  C12 1.094
14 H -3.133 0.368 -1.889  S20 1.333
15 H -0.719 -2.966 2.691  O19 0.946
16 O 2.248 2.011 1.014  H7 0.973, H21 0.958
17 H 0.976 1.903 -4.039  O11 0.961
18 H 0.672 -0.916 -0.074  O6 0.953
19 O -0.172 -2.740 3.429  H3 0.976, H15 0.946
20 S -3.734 0.594 -0.722  C12 1.779, H14 1.333
21 H 2.981 1.445 1.257  O16 0.958
22 H 1.098 -3.469 0.665  O1 0.972
23 H 2.654 3.099 -1.007  O5 0.947
24 H -0.591 1.807 -3.885  O11 0.947

The value obtained for the orbital gap is 0.33026 Ha. For the relative energy (zero: lowest compared OMol25 entry of this formula, charge and spin), the calculation gives 0.8374 eV. The charge is 0. As for the structure (SMILES): CS.O.O.O.O.O.O.

=====

# 2
Computed, not measured: 2 unconnected molecules or ions with the total composition C4H4Cl3F3 at a distorted geometry, with the ωB97M-V functional and the def2-TZVPD basis.

Last columns: bonded neighbours and bond lengths (Å).
Cartesian coordinates (Å):
1 C 0.594 0.000 -0.392  H4 1.141, H8 1.057, C12 1.400, C14 1.506
2 H 1.053 -1.748 -1.043  C12 1.111
3 F -1.355 0.706 3.056  C5 1.321
4 H 0.426 -0.522 0.609  C1 1.141
5 C -0.571 0.464 2.021  F3 1.321, F6 1.364, Cl10 1.784, Cl11 1.748
6 F -1.239 -0.505 1.331  C5 1.364
7 Cl -0.813 1.253 -2.302  C14 1.746
8 H 0.853 1.007 -0.205  C1 1.057
9 H 1.656 -0.555 -2.354  C12 1.084
10 Cl -0.548 1.942 1.024  C5 1.784
11 Cl 1.005 -0.176 2.424  C5 1.748
12 C 1.004 -0.740 -1.508  C1 1.400, H2 1.111, H9 1.084, C14 1.536
13 F -1.622 -0.894 -1.205  C14 1.375
14 C -0.444 -0.231 -1.458  C1 1.506, Cl7 1.746, C12 1.536, F13 1.375

The value obtained for the orbital gap is 0.36664 Ha. For the relative energy (zero: lowest compared OMol25 entry of this formula, charge and spin), the calculation gives 1.5349 eV. The charge is 0. As for the structure (SMILES): FC(F)(Cl)Cl.FC1(Cl)CC1.

=====

# 3
Computed, not measured: 9 unconnected molecules or ions with the total composition C9H36O9 at a distorted geometry, with the ωB97M-V functional and the def2-TZVPD basis.

Last columns: bonded neighbours and bond lengths (Å).
Cartesian coordinates (Å):
1 H 9.276 9.639 -6.781  C3 1.090
2 H 8.118 11.415 -10.649  C11 1.090
3 C 9.715 9.931 -5.827  H1 1.090, H14 1.090, H15 1.090, O47 1.423
4 H 12.405 12.354 -8.700  C16 1.090
5 C 10.918 11.465 -12.307  H10 1.090, O25 1.413, H40 1.090, H48 1.090
6 H 4.992 13.741 -11.090  C22 1.090
7 H 3.575 12.787 -7.942  C45 1.090
8 H 8.292 15.242 -9.023  C38 1.090
9 H 10.259 13.038 -8.609  O44 0.960
10 H 11.204 12.398 -11.821  C5 1.090
11 C 8.147 10.616 -9.909  H2 1.090, H21 1.090, H29 1.090, O53 1.401
12 H 8.262 14.680 -6.553  C24 1.090
13 H 6.212 12.701 -11.918  C22 1.090
14 H 8.920 10.411 -5.257  C3 1.090
15 H 10.534 10.639 -5.953  C3 1.090
16 C 11.630 11.796 -8.173  H4 1.090, O44 1.416, H46 1.090, H51 1.090
17 H 10.586 8.158 -14.615  C43 1.090
18 O 5.632 12.514 -8.061  H19 0.960, C45 1.411
19 H 6.386 12.577 -7.469  O18 0.960
20 H 10.595 6.422 -12.449  O35 0.960
21 H 8.924 10.847 -9.180  C11 1.090
22 C 5.184 12.778 -11.563  H6 1.090, H13 1.090, O28 1.371, H31 1.090
23 H 7.930 14.816 -10.637  C38 1.090
24 C 7.959 13.798 -5.989  H12 1.090, H39 1.090, O49 1.399, H50 1.090
25 O 11.428 10.424 -11.501  C5 1.413, H26 0.960
26 H 12.331 10.587 -11.220  O25 0.960
27 H 9.521 9.569 -10.833  O53 0.960
28 O 4.851 11.714 -10.766  C22 1.371, H34 0.960
29 H 7.182 10.525 -9.410  C11 1.090
30 H 11.470 8.779 -13.260  C43 1.090
31 H 4.473 12.768 -12.390  C22 1.090
32 H 10.725 8.225 -5.727  O47 0.960
33 H 8.152 13.461 -9.419  C38 1.090
34 H 5.112 11.938 -9.869  O28 0.960
35 O 11.129 6.771 -13.166  H20 0.960, C43 1.417
36 O 9.831 14.286 -10.021  C38 1.408, H54 0.960
37 H 8.958 12.491 -6.991  O49 0.960
38 C 8.458 14.452 -9.756  H8 1.090, H23 1.090, H33 1.090, O36 1.408
39 H 8.550 13.813 -5.073  C24 1.090
40 H 9.837 11.459 -12.447  C5 1.090
41 H 4.533 13.635 -6.696  C45 1.090
42 H 9.774 8.371 -13.030  C43 1.090
43 C 10.692 8.068 -13.534  H17 1.090, H30 1.090, O35 1.417, H42 1.090
44 O 10.422 12.464 -7.857  H9 0.960, C16 1.416
45 C 4.511 13.306 -7.735  H7 1.090, O18 1.411, H41 1.090, H52 1.090
46 H 11.387 11.001 -8.878  C16 1.090
47 O 10.262 8.818 -5.130  C3 1.423, H32 0.960
48 H 11.337 11.522 -13.312  C5 1.090
49 O 8.059 12.576 -6.664  C24 1.399, H37 0.960
50 H 6.939 14.066 -5.711  C24 1.090
51 H 12.152 11.299 -7.356  C16 1.090
52 H 4.555 14.148 -8.426  C45 1.090
53 O 8.590 9.488 -10.612  C11 1.401, H27 0.960
54 H 10.168 15.167 -10.200  O36 0.960

The value obtained for the orbital gap (spin up / spin down) is 0.36231 / 0.10646 Ha. For the relative energy (zero: lowest compared OMol25 entry of this formula, charge and spin), the calculation gives 3.0581 eV. As for the spin multiplicity: 2. Its expectation value of S² is 0.75. The charge is +1.

=====

# 4
Computed, not measured: C3H4P2 in the gas phase at a distorted geometry, with the ωB97M-V functional and the def2-TZVPD basis.

Last columns: bonded neighbours and bond lengths (Å).
Cartesian coordinates (Å):
1 H 0.405 -1.322 -1.250  C2 1.089
2 C 0.250 -0.643 -0.414  H1 1.089, C5 1.628, C7 1.562
3 H 0.723 1.282 -0.021  C7 1.046
4 H 2.214 0.394 -0.523  C7 1.064
5 C -1.241 -0.380 0.185  C2 1.628, P6 1.857, P8 1.789
6 P -3.026 -0.848 -0.017  C5 1.857, P8 2.072
7 C 1.307 0.417 0.033  C2 1.562, H3 1.046, H4 1.064, H9 1.168
8 P -2.308 0.875 0.882  C5 1.789, P6 2.072
9 H 1.677 0.225 1.125  C7 1.168

The value obtained for the orbital gap is 0.22131 Ha. For the relative energy (zero: lowest compared OMol25 entry of this formula, charge and spin), the calculation gives 2.1979 eV. The charge is 0.

=====

# 5
Computed, not measured: 2 unconnected molecules or ions with the total composition C9H18BrFO5S at a distorted geometry, with the ωB97M-V functional and the def2-TZVPD basis.

Last columns: bonded neighbours and bond lengths (Å).
Cartesian coordinates (Å):
1 O 2.014 -0.403 2.750  S7 1.664, C25 1.439
2 H 1.136 1.962 0.444  C29 1.124
3 O 2.272 0.300 -2.568  C5 1.430, H19 0.964
4 C -3.032 0.485 1.763  H8 1.124, H12 1.120, C14 1.561, C26 1.589
5 C 2.458 0.530 -3.967  O3 1.430, C17 1.518, H27 1.090, H34 1.094
6 O 0.684 -1.026 -4.455  C17 1.421, H35 0.966
7 S 0.484 -1.028 2.943  O1 1.664, O9 1.480, C13 1.833, O15 1.495
8 H -2.738 1.274 1.019  C4 1.124
9 O 0.572 -2.488 2.718  S7 1.480
10 H -2.244 -1.441 2.437  C26 1.112
11 H -2.229 -1.159 0.600  C26 1.116
12 H -2.906 0.963 2.768  C4 1.120
13 C -0.574 -0.144 1.734  S7 1.833, C26 1.568, H28 1.122, C30 1.568
14 C -4.514 0.075 1.494  C4 1.561, F24 1.411, H31 1.113, H32 1.116
15 O -0.052 -0.807 4.321  S7 1.495
16 H 2.294 0.714 -0.097  C29 1.115
17 C 2.039 -0.708 -4.741  C5 1.518, O6 1.421, H18 1.091, H33 1.097
18 H 2.139 -0.550 -5.816  C17 1.091
19 H 2.931 -0.347 -2.291  O3 0.964
20 H -0.436 0.574 -0.324  C30 1.118
21 Br 0.765 -1.716 -0.421  C30 1.969
22 H 1.274 1.526 2.741  C25 1.125
23 H 2.965 1.420 2.220  C25 1.117
24 F -5.207 1.196 0.992  C14 1.411
25 C 1.982 0.896 2.133  O1 1.439, H22 1.125, H23 1.117, C29 1.572
26 C -2.022 -0.732 1.610  C4 1.589, H10 1.112, H11 1.116, C13 1.568
27 H 1.828 1.379 -4.235  C5 1.090
28 H -0.691 0.901 2.127  C13 1.122
29 C 1.483 0.911 0.642  H2 1.124, H16 1.115, C25 1.572, C30 1.592
30 C 0.208 -0.007 0.382  C13 1.568, H20 1.118, Br21 1.969, C29 1.592
31 H -4.560 -0.752 0.750  C14 1.113
32 H -5.039 -0.178 2.445  C14 1.116
33 H 2.652 -1.568 -4.446  C17 1.097
34 H 3.504 0.786 -4.158  C5 1.094
35 H 0.559 -0.838 -3.515  O6 0.966

The value obtained for the orbital gap is 0.38984 Ha. The charge is 0. As for the structure (SMILES): O=S1(=O)OCC[C@@H](Br)[C@H]1CCCF.OCCO.

=====

# 6
Computed, not measured: 2 unconnected molecules or ions with the total composition C6H17NO at a distorted geometry, with the ωB97M-V functional and the def2-TZVPD basis.

Last columns: bonded neighbours and bond lengths (Å).
Cartesian coordinates (Å):
1 H 1.157 1.524 0.651  C19 1.116
2 C -1.466 1.622 -1.265  H6 1.096, C14 1.583, H15 1.134, H25 1.088
3 H -2.284 1.257 1.610  C21 1.089
4 H 3.175 -0.051 0.340  N5 1.099
5 N 2.395 -0.801 0.145  H4 1.099, H10 1.008, C24 1.474
6 H -1.090 2.650 -1.324  C2 1.096
7 H -0.651 2.050 2.013  C21 1.116
8 H -0.200 -2.341 -2.598  O23 0.939
9 H 0.795 -0.082 2.435  C17 1.069
10 H 2.568 -1.062 -0.813  N5 1.008
11 H -1.900 2.871 1.044  C21 1.100
12 H -1.569 0.025 0.020  C14 1.101
13 H 0.968 1.415 -0.924  C19 1.086
14 C -1.035 0.983 0.117  C2 1.583, H12 1.101, C19 1.595, C21 1.524
15 H -2.566 1.476 -1.503  C2 1.134
16 H 0.528 -1.200 -0.400  C24 1.092
17 C 0.525 -0.854 1.746  H9 1.069, H18 1.066, H20 1.101, C24 1.536
18 H -0.534 -0.973 1.727  C17 1.066
19 C 0.549 0.912 -0.057  H1 1.116, H13 1.086, C14 1.595, C24 1.518
20 H 0.801 -1.839 2.153  C17 1.101
21 C -1.465 1.886 1.267  H3 1.089, H7 1.116, H11 1.100, C14 1.524
22 H 0.335 -2.934 -1.233  O23 0.984
23 O -0.442 -2.819 -1.826  H8 0.939, H22 0.984
24 C 0.963 -0.499 0.317  N5 1.474, H16 1.092, C17 1.536, C19 1.518
25 H -1.118 1.043 -2.118  C2 1.088

The value obtained for the orbital gap (spin up / spin down) is 0.41578 / 0.22283 Ha. For the relative energy (zero: lowest compared OMol25 entry of this formula, charge and spin), the calculation gives 2.3627 eV. As for the spin multiplicity: 2. Its expectation value of S² is 0.76. The charge is +1.

=====

# 7
Computed, not measured: 5 unconnected molecules or ions with the total composition C36H38F4O5 at a distorted geometry, with the ωB97M-V functional and the def2-TZVPD basis.

Last columns: bonded neighbours and bond lengths (Å).
Cartesian coordinates (Å):
1 F 7.575 -0.342 -2.440  C70 1.350
2 C -2.990 -1.877 -1.443  C27 1.532, H33 1.091, H66 1.090, C76 1.552
3 H -5.897 -3.888 -2.899  C39 1.088
4 H 6.310 -2.465 -1.680  C83 1.089
5 H 3.952 -2.043 -3.343  C12 1.086
6 H -7.046 -4.235 -1.609  C39 1.087
7 C 1.297 -0.197 -1.240  O8 1.329, O22 1.341, O54 1.206
8 O 2.216 -0.686 -2.067  C7 1.329, C80 1.426
9 C -7.064 -2.656 10.017  H25 1.082, C36 1.387, C55 1.380
10 C 6.285 7.177 -5.581  C50 1.380, F60 1.349, C68 1.381
11 H -4.667 -2.433 -0.277  C27 1.096
12 C 4.400 -1.722 -2.407  H5 1.086, H57 1.091, C80 1.536, C83 1.546
13 H -6.560 -4.468 7.203  C14 1.082
14 C -6.853 -4.253 8.223  H13 1.082, C55 1.380, C65 1.387
15 C 8.091 1.299 -4.048  C59 1.387, C70 1.380, H71 1.082
16 H -7.899 -3.406 11.841  C36 1.082
17 C 5.336 9.259 -6.253  C38 1.388, C50 1.387, H79 1.082
18 H -2.899 0.252 -1.435  C76 1.091
19 C -6.140 -1.040 3.897  C28 1.388, H45 1.082, C61 1.389
20 C -0.943 -0.472 -1.003  O22 1.457, H42 1.088, H44 1.086, C76 1.540
21 H -2.287 -1.293 3.943  C77 1.082
22 O 0.122 0.116 -1.805  C7 1.341, C20 1.457
23 F -3.306 -0.375 1.751  C51 1.352
24 H 3.094 -1.956 -0.729  C80 1.091
25 H -6.927 -1.646 10.380  C9 1.082
26 H -2.135 -0.386 -2.865  C76 1.087
27 C -4.422 -1.617 -0.966  C2 1.532, H11 1.096, O41 1.443, H73 1.088
28 C -5.403 -0.648 2.788  C19 1.388, H31 1.083, C51 1.380
29 H 6.238 3.910 -1.889  C37 1.082
30 C -6.507 -2.219 -1.707  O35 1.193, C39 1.519, O41 1.377
31 H -5.888 -0.268 1.898  C28 1.083
32 H 8.456 2.911 -5.410  C59 1.082
33 H -2.513 -2.415 -0.623  C2 1.091
34 C 6.828 1.859 -2.071  C37 1.388, H67 1.083, C70 1.380
35 O -7.221 -1.752 -0.873  C30 1.193
36 C -7.602 -3.645 10.829  C9 1.387, H16 1.082, C72 1.388
37 C 6.754 3.178 -2.496  H29 1.082, C34 1.388, C75 1.388
38 C 5.658 9.797 -5.014  C17 1.388, C40 1.388, H46 1.082
39 C -6.801 -3.536 -2.405  H3 1.088, H6 1.087, C30 1.519, H82 1.086
40 C 6.296 9.016 -4.061  C38 1.388, H47 1.082, C68 1.387
41 O -5.332 -1.609 -2.086  C27 1.443, C30 1.377
42 H -0.619 -1.480 -0.753  C20 1.088
43 H 4.971 -3.005 -0.713  C83 1.091
44 H -1.131 0.107 -0.104  C20 1.086
45 H -7.219 -0.974 3.875  C19 1.082
46 H 5.411 10.827 -4.791  C38 1.082
47 H 6.550 9.436 -3.097  C40 1.082
48 H 3.895 -0.370 -0.841  C80 1.087
49 C 5.286 -4.074 -2.476  C53 1.207, C83 1.465
50 C 5.655 7.941 -6.543  C10 1.380, C17 1.387, H62 1.082
51 C -4.027 -0.750 2.832  F23 1.352, C28 1.380, C77 1.380
52 H 7.276 4.582 -4.028  C75 1.079
53 C 5.272 -5.154 -3.014  C49 1.207, H56 1.056
54 O 1.501 -0.065 -0.059  C7 1.206
55 C -6.701 -2.977 8.725  C9 1.380, C14 1.380, F63 1.350
56 H 5.126 -6.137 -3.373  C53 1.056
57 H 5.080 -0.902 -2.641  C12 1.091
58 H -8.174 -5.706 10.979  C72 1.082
59 C 8.004 2.617 -4.472  C15 1.387, H32 1.082, C75 1.388
60 F 6.591 5.893 -5.859  C10 1.349
61 C -5.494 -1.515 5.032  C19 1.389, H64 1.079, C78 1.389
62 H 5.420 7.505 -7.505  C50 1.082
63 F -6.182 -2.016 7.931  C55 1.350
64 H -6.068 -1.816 5.895  C61 1.079
65 C -7.382 -5.240 9.043  C14 1.387, C72 1.388, H81 1.082
66 H -2.980 -2.531 -2.315  C2 1.090
67 H 6.372 1.542 -1.142  C34 1.083
68 C 6.608 7.694 -4.342  C10 1.381, C40 1.387, H74 1.082
69 H -3.606 -1.971 5.941  C78 1.082
70 C 7.498 0.941 -2.854  F1 1.350, C15 1.380, C34 1.380
71 H 8.612 0.553 -4.634  C15 1.082
72 C -7.758 -4.936 10.344  C36 1.388, H58 1.082, C65 1.388
73 H -4.492 -0.702 -0.381  C27 1.088
74 H 7.099 7.066 -3.609  C68 1.082
75 C 7.339 3.556 -3.697  C37 1.388, H52 1.079, C59 1.388
76 C -2.260 -0.554 -1.798  C2 1.552, H18 1.091, C20 1.540, H26 1.087
77 C -3.367 -1.224 3.947  H21 1.082, C51 1.380, C78 1.388
78 C -4.109 -1.604 5.056  C61 1.389, H69 1.082, C77 1.388
79 H 4.835 9.866 -6.995  C17 1.082
80 C 3.388 -1.150 -1.403  O8 1.426, C12 1.536, H24 1.091, H48 1.087
81 H -7.500 -6.247 8.665  C65 1.082
82 H -7.603 -3.440 -3.130  C39 1.086
83 C 5.278 -2.807 -1.741  H4 1.089, C12 1.546, H43 1.091, C49 1.465

The value obtained for the orbital gap is 0.36868 Ha. The charge is 0. As for the structure (SMILES): C#CCCCOC(=O)OCCCCOC(C)=O.Fc1ccccc1.Fc1ccccc1.Fc1ccccc1.Fc1ccccc1.